# 1
{"formula": "C6H15NO", "method": "ωB97M-V/def2-TZVPD", "symbols": ["C", "N", "C", "C", "C", "C", "C", "H", "H", "H", "H", "H", "H", "H", "H", "H", "H", "H", "H", "H", "H", "H", "O"], "coordinates": [[1.08419, -1.23167, 1.09922], [0.70170, -0.90847, -0.34447], [-0.03257, 0.40937, -0.60464], [-1.56561, 0.55267, -0.19523], [-1.76845, 0.46437, 1.24907], [-2.27418, -0.55828, 1.81779], [0.16383, 0.59163, -2.11312], [1.72867, -0.32777, 1.46720], [0.24547, -1.45420, 1.76933], [1.91514, -2.03875, 1.03802], [0.28130, -1.62580, -0.83266], [0.60277, 1.26620, -0.23865], [-2.05959, 1.48501, -0.53733], [-2.07155, -0.29317, -0.69222], [-1.42409, 1.27221, 1.99792], [-2.38288, -0.47104, 2.90234], [-2.53553, -1.56778, 1.51930], [0.42001, -0.27362, -2.65981], [0.88395, 1.36240, -2.27374], [-0.66726, 1.16453, -2.56218], [2.92937, -0.05393, -0.44879], [2.72654, 1.29157, -1.08969], [3.09876, 0.94453, -0.26764]], "forces_ev_per_a": [[2.381, 0.848, -1.445], [0.678, 3.429, 3.178], [0.877, 0.005, -0.645], [1.397, -0.238, -1.011], [1.430, 2.721, 0.355], [-1.349, -2.744, 3.742], [-1.588, 2.089, 0.093], [-1.633, -1.374, -0.457], [0.492, -0.069, -0.147], [-1.794, 0.816, 0.270], [-1.189, -1.913, -0.906], [-0.878, -1.222, 0.760], [0.747, -0.330, -0.302], [-0.039, 0.301, 0.190], [-0.582, -0.839, -1.780], [0.009, -0.205, -0.065], [-0.146, 0.364, -1.002], [0.062, -0.966, -0.602], [1.353, 0.129, -0.151], [-0.328, -0.895, -0.011], [0.281, 2.334, 0.691], [0.160, 0.271, 0.158], [-0.340, -2.512, -0.913]], "total_charge": 0, "homo_ev": -8.87, "homo_lumo_gap_ev": 9.84, "lumo_energy_ev": 0.97, "relative_energy_kcal_mol": 75.4}

=====

# 2
{"formula": "C6H15NO", "method": "ωB97M-V/def2-TZVPD", "symbols": ["C", "C", "C", "O", "C", "N", "C", "C", "H", "H", "H", "H", "H", "H", "H", "H", "H", "H", "H", "H", "H", "H", "H"], "coordinates": [[-0.08585, 0.74337, 1.13675], [-1.37243, 0.31114, 0.45230], [-2.03623, 1.43875, -0.29724], [-2.24542, -0.08889, 1.52950], [1.13129, 0.89919, 0.18709], [1.99936, -0.28414, 0.06032], [2.06230, -0.97315, -1.20342], [0.91381, -1.94273, -1.61270], [-0.28503, 1.72978, 1.60486], [0.24687, 0.04298, 1.90270], [-1.07624, -0.56110, -0.17765], [-1.65141, 1.48567, -1.35065], [-1.70192, 2.34536, 0.20255], [-3.10492, 1.29072, -0.42936], [-2.90609, -0.64928, 1.10014], [1.81664, 1.63899, 0.61459], [0.77780, 1.27776, -0.78003], [1.78927, -0.86073, 0.86746], [1.99366, -0.17953, -1.94830], [2.93253, -1.60986, -1.33381], [1.05885, -2.33824, -2.63473], [0.66946, -2.72028, -0.89215], [-0.03841, -1.37254, -1.78592]], "forces_ev_per_a": [[0.753, 0.879, -0.482], [0.562, -0.973, 0.848], [1.223, -0.182, -1.826], [-0.027, -0.588, -0.653], [0.279, 0.386, 0.269], [-0.610, -0.272, 0.407], [-1.524, -0.753, -0.734], [-1.494, 1.286, -0.632], [0.204, -0.554, 0.039], [-0.495, -0.057, 0.226], [-0.708, 0.417, 0.240], [-0.089, 0.077, 0.790], [-0.823, 0.367, -0.082], [-0.085, 0.254, 0.493], [-0.088, 0.137, 0.422], [-0.490, 0.411, -0.098], [0.304, -0.182, -0.036], [0.301, -0.426, -0.321], [0.720, -0.115, -0.223], [0.695, 0.607, 0.277], [0.467, -0.253, 0.612], [0.305, -0.193, -0.015], [0.618, -0.272, 0.479]], "total_charge": 0, "homo_ev": -8.52, "homo_lumo_gap_ev": 9.41, "lumo_energy_ev": 0.89, "relative_energy_kcal_mol": 43.4}

=====

# 3
{"formula": "C6H15NO2", "method": "ωB97M-V/def2-TZVPD", "symbols": ["C", "C", "O", "H", "H", "H", "H", "H", "H", "C", "C", "C", "C", "N", "O", "H", "H", "H", "H", "H", "H", "H", "H", "H"], "coordinates": [[-1.72960, 1.38092, -0.34694], [-0.78924, 2.02343, 0.57518], [-2.79789, 0.74358, 0.30567], [-2.67381, -0.21301, 0.23916], [-2.09304, 1.99281, -1.17331], [-1.00508, 0.41692, -0.78290], [-0.02729, 1.12955, 0.85888], [-1.22977, 2.37943, 1.50325], [-0.17281, 2.78356, 0.10207], [0.53848, -1.06131, -1.92401], [2.21810, -0.07139, 0.35175], [-0.01746, -0.87829, -0.53510], [0.77439, -0.45623, 0.53415], [0.46455, -1.01510, 1.81078], [-1.04434, -1.79546, -0.22366], [-0.64071, -2.63112, 0.04409], [-0.52410, -0.95359, 2.02477], [0.95370, -0.54122, 2.55906], [1.12857, -0.19734, -2.22296], [1.17913, -1.94581, -1.98782], [-0.28540, -1.19315, -2.62808], [2.83644, -0.93571, 0.08683], [2.32423, 0.67104, -0.44020], [2.61294, 0.36746, 1.26934]], "forces_ev_per_a": [[1.197, -2.274, -1.329], [1.742, -1.261, 0.820], [-0.540, -0.331, 0.421], [-0.032, 0.240, -0.024], [0.058, -0.001, 0.007], [-1.727, 2.462, 0.199], [-1.250, 2.040, -0.225], [-0.076, 0.071, -0.013], [-0.055, 0.190, -0.019], [-0.397, 0.487, 0.054], [-0.330, 0.577, -0.068], [2.142, -0.968, 1.455], [-0.518, -2.468, -1.076], [-0.029, 0.640, -0.017], [-0.381, 0.656, -0.207], [0.059, 0.084, 0.182], [-0.047, -0.237, -0.153], [0.115, 0.045, -0.028], [0.017, 0.025, -0.122], [0.003, -0.046, 0.104], [0.090, 0.084, -0.033], [-0.148, -0.001, 0.071], [0.058, -0.029, 0.025], [0.051, 0.014, -0.024]], "total_charge": 0, "homo_ev": -7.62, "homo_lumo_gap_ev": 8.39, "lumo_energy_ev": 0.77, "relative_energy_kcal_mol": 81.9}

=====

# 4
{"formula": "C6H15NO2", "method": "ωB97M-V/def2-TZVPD", "symbols": ["C", "C", "C", "C", "C", "C", "N", "O", "O", "H", "H", "H", "H", "H", "H", "H", "H", "H", "H", "H", "H", "H", "H", "H"], "coordinates": [[-0.39473, -0.13164, -0.47063], [-0.07264, 0.30785, 0.91233], [-1.70287, -1.23941, -0.09366], [1.06489, 1.67423, 0.74423], [-0.98662, 0.95335, -1.35575], [0.67206, -0.95785, -1.17329], [0.54839, -0.69025, 1.73130], [-1.28213, -2.39215, 0.56047], [2.35106, 1.16785, 0.43649], [-0.68358, -2.10856, 1.27746], [2.63649, 1.44425, -0.44269], [-0.94097, 0.74023, 1.41443], [0.62484, -0.37783, 2.69196], [1.48599, -0.87816, 1.38514], [-2.48819, -0.70798, 0.46280], [-2.09891, -1.54018, -1.06536], [1.12818, 2.10427, 1.74999], [0.75908, 2.47959, 0.06911], [-0.20457, 1.58648, -1.77176], [-1.52180, 0.49983, -2.18924], [-1.67867, 1.58264, -0.79834], [0.39041, -1.10450, -2.21497], [1.64626, -0.47483, -1.15674], [0.74802, -1.93720, -0.70329]], "forces_ev_per_a": [[-3.189, -2.849, 0.614], [2.973, 4.061, -0.577], [1.590, 1.301, -1.523], [-1.418, -1.639, 1.161], [0.174, -0.210, 0.282], [-0.151, 0.096, 0.062], [0.092, -0.320, 0.222], [0.105, -0.182, 0.201], [0.219, 0.030, -0.173], [-0.052, 0.002, -0.114], [-0.239, -0.047, 0.218], [0.011, -0.098, -0.064], [0.056, 0.015, -0.065], [-0.062, 0.006, 0.083], [0.222, 0.195, -0.046], [-0.161, -0.050, 0.013], [-0.030, -0.005, -0.036], [-0.180, -0.388, -0.067], [0.040, 0.114, -0.061], [-0.033, -0.006, -0.040], [-0.089, 0.096, 0.012], [-0.053, -0.077, -0.065], [0.050, -0.011, -0.001], [0.124, -0.033, -0.036]], "total_charge": 0, "homo_ev": -8.30, "homo_lumo_gap_ev": 8.99, "lumo_energy_ev": 0.69, "relative_energy_kcal_mol": 51.6}

=====

# 5
{"formula": "C6H15NO2", "method": "ωB97M-V/def2-TZVPD", "symbols": ["C", "C", "C", "N", "O", "H", "H", "H", "H", "H", "H", "H", "H", "H", "C", "C", "C", "O", "H", "H", "H", "H", "H", "H"], "coordinates": [[-0.86595, 0.86444, -1.37005], [0.54857, 1.44942, -1.20850], [-1.12601, 0.45090, -2.81873], [-1.03230, -0.24602, -0.42104], [1.56925, 0.58428, -1.63249], [1.59359, -0.18151, -1.02959], [-1.58095, 1.64006, -1.07255], [-0.47201, -0.04577, 1.19769], [-1.97801, -0.61234, -0.46947], [0.62568, 2.34621, -1.82835], [0.68863, 1.74881, -0.16122], [-2.11831, 0.01359, -2.92893], [-0.38041, -0.27724, -3.13502], [-1.05345, 1.31481, -3.47601], [1.62894, -1.59998, 1.39128], [0.02618, 0.08183, 2.26886], [-0.36596, -0.62441, 3.31985], [1.44241, -1.64342, 0.18848], [-0.40276, -1.01005, -0.66259], [2.36239, -0.90414, 1.83397], [1.28694, -2.40618, 2.06128], [0.63215, 0.96894, 2.41182], [-0.03457, -0.41323, 4.32897], [-0.99405, -1.49902, 3.21233]], "forces_ev_per_a": [[0.192, -0.106, -0.106], [-0.490, 0.265, 0.053], [0.045, 0.117, 0.203], [-0.334, -0.184, -0.811], [0.069, -0.452, 0.117], [0.169, 0.189, -0.138], [0.095, 0.013, -0.029], [1.243, 0.116, 2.185], [0.066, -0.006, -0.058], [-0.003, -0.014, 0.047], [-0.010, 0.000, -0.057], [-0.038, -0.006, 0.000], [0.008, -0.037, -0.016], [-0.017, 0.074, -0.133], [1.088, -0.802, -0.685], [-1.564, 0.565, -1.318], [0.223, -0.220, 0.188], [-0.117, 0.054, 0.649], [-0.191, 0.045, -0.043], [-0.328, 0.136, -0.035], [-0.202, 0.212, -0.121], [0.224, 0.023, 0.092], [0.075, 0.030, 0.065], [-0.204, -0.011, -0.050]], "total_charge": 0, "homo_ev": -9.07, "homo_lumo_gap_ev": 9.60, "lumo_energy_ev": 0.53, "relative_energy_kcal_mol": 79.4}

=====

# 6
{"formula": "C6H15NO6P2", "method": "ωB97M-V/def2-TZVPD", "symbols": ["C", "C", "C", "C", "C", "C", "N", "O", "O", "O", "O", "O", "O", "P", "P", "H", "H", "H", "H", "H", "H", "H", "H", "H", "H", "H", "H", "H", "H", "H"], "coordinates": [[-1.41382, -1.50329, -1.05018], [2.00197, -1.62475, 1.14428], [-4.72523, -0.75678, 0.34508], [4.58551, -0.25188, -1.04196], [-1.49549, 1.65686, 0.47920], [0.81894, 2.57498, 0.39002], [-0.25757, 2.08673, -0.17126], [-1.40379, -1.15227, 0.42547], [-1.84830, -0.19819, -1.51537], [1.39183, -0.95399, -0.00444], [3.03167, -0.64762, 1.36852], [-3.68846, 0.24932, 0.44747], [3.36354, 0.56300, -0.90508], [-2.22289, 0.13641, -0.01715], [2.39839, 0.39318, 0.29376], [-0.28672, -1.61597, -1.22835], [-2.00211, -2.39613, -1.38285], [1.36841, -1.80454, 1.92468], [2.55000, -2.49918, 0.97135], [-5.58890, -0.50155, -0.43025], [-5.36569, -0.63543, 1.30143], [-4.39781, -1.76294, 0.31546], [4.44502, -0.74754, -2.05363], [4.62330, -1.17678, -0.47480], [5.43968, 0.33062, -1.02496], [-2.13493, 2.50584, 0.30388], [-1.29784, 1.82659, 1.60454], [1.55959, 3.08774, -0.28663], [0.86608, 2.43944, 1.39006], [-0.31438, 2.37811, -1.11826]], "forces_ev_per_a": [[3.842, -1.184, -0.088], [1.878, 1.443, -2.173], [-5.081, 1.277, 1.051], [-2.195, -2.911, -3.191], [1.600, 2.604, 2.355], [0.476, -1.374, -3.407], [0.229, 0.693, -0.428], [-1.962, 0.139, -1.079], [-1.055, -0.285, 0.222], [0.507, 0.202, 0.732], [-0.245, 0.954, 0.674], [1.284, 0.152, -0.801], [1.247, -0.152, 0.558], [-0.169, -0.751, 0.829], [-1.004, -0.864, 0.306], [-1.863, 0.019, -0.273], [0.005, 1.125, 0.642], [-1.937, 0.256, 2.121], [0.299, -1.665, -1.118], [2.620, -0.356, 0.951], [1.478, -0.248, -1.239], [0.761, -0.761, -0.341], [0.518, 1.144, 0.740], [-0.138, 0.608, 1.107], [1.404, 1.267, 0.314], [-1.132, -0.012, -0.252], [-0.604, -1.125, -1.408], [-0.897, -0.330, 1.226], [0.681, 0.404, 3.197], [-0.549, -0.269, -1.225]], "total_charge": 2, "homo_ev": [-16.19, -16.19], "homo_lumo_gap_ev": [8.55, 8.55], "lumo_energy_ev": [-7.64, -7.64]}

=====

We obtain calculated total energy values of -10000.4883 -10001.8758 -12047.8589 -12049.1724 -12047.9660 -38799.6107 eV for the records listed above, in that order.